Density functional theory data (ωB97M-V/def2-TZVPD) for a structure of composition C27H36ClHoO2P2Si.

Geometry as ORCA input:
```
! wB97M-V def2-TZVPD RIJCOSX def2/J DEFGRID3
* xyz 2 5
C 3.675 2.743 -3.966
C 3.546 1.714 -2.905
H 2.725 3.221 -4.232
H 4.100 2.327 -4.891
H 4.425 3.480 -3.630
O 2.481 1.449 -2.264
Cl 5.050 0.921 -2.559
Ho 1.146 0.462 -0.573
P 0.359 -1.258 -2.648
C -1.230 -1.226 -3.522
C 1.454 -0.963 -4.078
H 1.281 -1.779 -4.791
H 0.577 -3.497 -3.480
H 2.510 -0.948 -3.787
H 1.463 -3.304 -1.932
H -1.510 -0.199 -3.769
H 1.207 -0.006 -4.553
C 0.535 -3.066 -2.469
H -1.114 -1.811 -4.445
H -0.314 -3.489 -1.921
H -2.015 -1.667 -2.901
P 1.812 2.726 0.817
C 0.402 3.859 1.076
C 2.523 2.503 2.474
H 3.882 3.225 -0.363
H 3.399 4.526 0.785
H 2.577 4.355 -0.815
C 3.039 3.816 0.025
H 3.174 1.616 2.472
H 3.105 3.400 2.733
H 0.765 4.793 1.531
H -0.341 3.368 1.725
H 1.720 2.324 3.201
H -0.066 4.070 0.099
C -1.202 0.693 -0.975
O -2.093 1.193 -1.590
C -2.715 -4.737 -0.690
C -3.423 -3.602 -1.101
C -3.051 -2.337 -0.633
C -1.947 -2.201 0.222
C -1.318 -3.354 0.725
C -1.676 -4.617 0.244
Si -1.378 -0.500 0.710
C -2.667 0.319 1.740
C -2.907 1.692 1.627
C -3.861 2.319 2.441
C -4.601 1.560 3.355
C -4.351 0.183 3.480
C -3.389 -0.440 2.677
C 0.280 -0.568 1.587
C 0.276 -0.046 2.901
C 1.295 -0.371 3.783
C 2.385 -1.135 3.353
C 2.477 -1.582 2.038
C 1.402 -1.362 1.153
H -2.970 -5.712 -1.095
H -4.259 -3.690 -1.798
H -3.622 -1.446 -0.917
H -0.550 -3.256 1.498
H -1.135 -5.502 0.572
H -2.366 2.281 0.886
H -4.027 3.394 2.348
H -5.368 2.039 3.970
H -4.905 -0.414 4.205
H -3.187 -1.509 2.782
H -0.579 0.546 3.231
H 1.242 -0.035 4.821
H 3.161 -1.395 4.073
H 3.360 -2.138 1.706
H 1.331 -1.955 0.224
*
```

Output
HOMO level (alpha / beta) ... -12.14 / -12.18 eV
Electronic energy ... -3580.8661 Eh

Results of the Mulliken charge analysis, in e, for atoms 1 through 6: number 1, C, carries -1.182; number 2, C, carries 0.788; number 3, H, carries 0.322; number 4, H, carries 0.405; number 5, H, carries 0.376; number 6, O, carries -0.415